1.
# C25H30O5S6SbTcTe

A molecular structure, C25H30O5S6SbTcTe (ωB97M-V/def2-TZVPD, OMol25).

Output
Multiplicity: 2
LUMO (alpha / beta) in eV: -3.7 / -3.7
Charge: +1
Electronic energy in eV: -117683.3481
Orbital gap (alpha / beta) in eV: 6.7 / 6.7
ΔE to the lowest compared entry with this formula, charge and spin in kcal/mol: 0.0
E_HOMO (alpha / beta) in Eh: -0.384 / -0.382

The geometry in XYZ format:
```
69
Properties=species:S:1:pos:R:3:lowdin_charge:R:1
Tc 1.442 1.058 0.304 0.779
S 3.682 4.333 -2.198 -0.091
Sb 3.500 4.205 -0.001 0.089
S 3.520 1.939 0.807 0.073
S 0.566 3.225 0.242 -0.020
S 3.501 5.729 1.589 -0.074
C -1.996 3.550 -2.002 -0.326
Te -1.743 2.911 0.014 1.451
C -2.330 4.915 0.430 -0.340
C -3.279 5.244 -0.702 -0.293
C -4.292 6.185 -0.572 -0.026
C -5.118 6.468 -1.650 -0.059
C -4.939 5.808 -2.859 -0.061
C -3.938 4.857 -2.991 -0.029
C -3.106 4.572 -1.915 -0.292
H -2.227 2.710 -2.654 0.070
H -1.029 3.969 -2.281 0.077
H -1.419 5.514 0.415 0.073
H -2.790 4.987 1.412 0.073
H -4.434 6.699 0.371 0.121
H -5.908 7.200 -1.544 0.112
H -5.586 6.027 -3.698 0.112
H -3.801 4.338 -3.933 0.120
C -1.558 -0.252 2.420 -0.098
C -0.069 -0.497 2.656 -0.487
C 0.173 -0.886 4.116 -0.074
C 0.779 0.732 2.308 -0.253
H -2.146 -1.132 2.692 0.081
H -1.762 -0.014 1.375 0.016
H -1.912 0.579 3.038 0.086
H 0.238 -1.345 2.038 0.099
H -0.093 -0.061 4.782 0.089
H 1.224 -1.128 4.292 0.079
H -0.430 -1.753 4.398 0.081
H 1.715 0.736 2.868 0.052
H 0.240 1.644 2.567 0.040
S 2.058 1.016 -2.610 0.780
C 2.181 0.108 -1.312 -0.959
O -0.541 0.320 -0.608 -0.777
S -0.887 -0.672 -1.722 0.994
C -2.596 -1.187 -1.386 -0.292
C -2.537 -2.470 -0.565 -0.209
C -1.360 -3.257 -1.137 -0.203
C -0.201 -2.266 -1.186 -0.286
H -3.062 -1.343 -2.362 0.101
H -3.078 -0.343 -0.893 0.091
H -3.475 -3.019 -0.628 0.125
H -2.355 -2.232 0.484 0.102
H -1.596 -3.617 -2.141 0.122
H -1.099 -4.123 -0.530 0.126
H 0.613 -2.542 -1.854 0.100
H 0.188 -2.057 -0.184 0.088
O 2.724 -1.153 -1.237 -0.012
C 2.670 -1.614 0.028 -0.419
O 2.189 -0.885 0.887 -0.086
C 3.140 -2.968 0.226 -0.129
C 3.038 -3.517 1.501 0.017
C 3.451 -4.822 1.753 0.048
C 3.962 -5.521 0.684 -0.201
O 4.420 -6.784 0.676 0.067
C 4.925 -7.035 -0.650 -0.080
O 4.591 -5.890 -1.443 0.054
C 4.065 -4.973 -0.590 -0.198
C 3.664 -3.702 -0.863 0.098
H 2.639 -2.909 2.303 0.125
H 3.386 -5.264 2.738 0.132
H 4.439 -7.916 -1.056 0.143
H 6.006 -7.152 -0.605 0.144
H 3.759 -3.272 -1.850 0.143
```

2.
# C5H7CuN5S

A molecular structure, C5H7CuN5S (ωB97M-V/def2-TZVPD, OMol25).

Output
LUMO in eV: -2.5
Charge: +1
Electronic energy in eV: -68219.5878
Orbital gap in eV: 10.2
E_HOMO in Eh: -0.466

The geometry in XYZ format:
```
19
Properties=species:S:1:pos:R:3:lowdin_charge:R:1
Cu 1.117 -0.349 0.823 0.488
S 3.794 -0.600 4.303 1.089
C 2.160 -0.789 4.771 -0.358
C 1.356 -0.750 3.684 -0.220
N 2.020 -0.566 2.493 -0.160
C 3.315 -0.468 2.681 -0.445
H 1.879 -0.927 5.802 0.083
H 0.282 -0.848 3.697 0.117
H 4.030 -0.329 1.885 0.091
N -3.068 0.037 -2.661 0.203
C -2.061 0.687 -3.259 -0.472
N -2.284 1.314 -4.415 0.196
N -0.845 0.743 -2.769 0.139
C -0.326 0.295 -1.699 -0.297
N 0.225 -0.088 -0.749 0.049
H -3.980 -0.027 -3.079 0.122
H -2.899 -0.489 -1.823 0.120
H -3.190 1.336 -4.848 0.123
H -1.525 1.819 -4.837 0.129
```

3.
# H22NeO11

A molecular structure, H22NeO11 (ωB97M-V/def2-TZVPD, OMol25).

Output
LUMO in eV: -0.7
Electronic energy in eV: -26388.5341
Orbital gap in eV: 9.0
ΔE to the lowest compared entry with this formula, charge and spin in kcal/mol: 32.8
E_HOMO in Eh: -0.355

The geometry in XYZ format:
```
34
Properties=species:S:1:pos:R:3:lowdin_charge:R:1
Ne -5.795 18.231 -4.485 0.030
O -5.354 20.742 -2.766 -0.039
H -5.567 20.149 -2.046 -0.008
H -4.399 20.724 -2.818 0.056
O -6.316 18.892 -0.872 -0.020
H -5.452 18.485 -0.936 0.057
H -6.414 19.102 0.057 0.074
O -9.488 16.337 -4.681 -0.059
H -8.953 16.643 -3.949 -0.027
H -8.880 15.843 -5.232 -0.013
O -6.926 20.662 -7.702 -0.036
H -6.217 20.101 -8.017 0.043
H -6.586 21.047 -6.894 -0.002
O -8.763 18.799 -7.019 -0.060
H -8.359 17.934 -7.078 -0.018
H -8.068 19.407 -7.275 -0.046
O -2.583 16.634 -2.752 -0.035
H -2.956 16.918 -1.917 0.034
H -1.706 16.321 -2.529 0.050
O -4.858 17.008 -7.394 -0.031
H -4.453 17.854 -7.585 0.060
H -5.039 16.629 -8.255 0.064
O -3.407 15.519 -5.345 -0.061
H -3.864 16.204 -5.832 -0.025
H -2.915 15.991 -4.673 -0.018
O -8.261 17.118 -2.211 -0.041
H -7.883 16.262 -2.008 0.049
H -7.938 17.693 -1.518 0.006
O -7.517 15.863 -6.787 -0.035
H -6.682 16.311 -6.656 0.006
H -7.604 15.790 -7.738 0.052
O -6.084 21.790 -5.220 -0.046
H -7.039 21.777 -5.160 0.055
H -5.788 21.308 -4.448 -0.014
```

4.
# CH3N3O2S

CH3N3O2S in the gas phase (ωB97M-V/def2-TZVPD, OMol25).

Output
LUMO (alpha / beta) in eV: -0.3 / -0.2
Electronic energy in eV: -20478.7167
Orbital gap (alpha / beta) in eV: 7.9 / 8.2
ΔE to the lowest compared entry with this formula, charge and spin in kcal/mol: 158.3
E_HOMO (alpha / beta) in Eh: -0.300 / -0.306

The geometry in XYZ format:
```
10
Properties=species:S:1:pos:R:3:lowdin_charge:R:1
C -0.194 0.839 -0.226 -0.346
N -0.147 -1.478 -0.039 0.063
N 0.580 -0.365 -0.173 -0.361
N -1.383 -1.470 -0.906 -0.563
O 1.884 -0.342 -0.167 -0.042
O -2.160 -2.353 -0.872 -0.033
S -1.770 0.256 -1.008 0.962
H -0.408 1.396 0.689 0.096
H 0.241 1.487 -0.849 0.037
H 0.394 -2.388 -0.111 0.187
```

Result set for strongest force on any atom: 0.7; 1.0; 1.0; 5.0 eV Å⁻¹, one per record in the order listed.